Record 1
One molecule with the formula C14H20FNO3S in a non-equilibrium geometry. Source: the Open Molecules 2025 dataset; level of theory: ωB97M-V with the def2-TZVPD basis set.

Geometry as ORCA input:
```
! RIJCOSX wB97M-V def2-TZVPD def2/J DEFGRID3
* xyz 0 1
C -4.137 -2.620 2.036
C -2.753 -2.573 2.670
O -1.729 -2.309 1.720
C -1.609 -1.109 1.117
C -0.769 -1.084 -0.004
C -0.530 0.079 -0.696
S 0.600 0.048 -2.098
O 0.107 0.992 -3.058
O 0.784 -1.319 -2.485
N 2.031 0.618 -1.518
C 2.330 2.023 -1.602
C 2.854 2.638 -0.298
C 2.247 2.038 0.972
C 2.983 0.782 1.444
C 2.682 -0.465 0.616
C 2.945 -0.295 -0.884
C -1.123 1.273 -0.326
C -1.954 1.280 0.777
C -2.180 0.114 1.489
F -2.994 0.215 2.569
H -4.435 -1.640 1.671
H -4.862 -2.947 2.776
H -4.140 -3.318 1.202
H -2.487 -3.559 3.061
H -2.724 -1.854 3.494
H -0.314 -2.004 -0.335
H 1.401 2.502 -1.911
H 3.068 2.195 -2.398
H 2.644 3.709 -0.334
H 3.939 2.524 -0.250
H 1.192 1.810 0.811
H 2.308 2.784 1.767
H 2.701 0.577 2.479
H 4.058 0.977 1.430
H 1.637 -0.746 0.753
H 3.300 -1.288 0.980
H 2.813 -1.258 -1.382
H 3.968 0.053 -1.057
H -0.949 2.162 -0.908
H -2.439 2.184 1.112
*
```

Values from the calculation:
LUMO energy   0.77 eV
HOMO-LUMO gap   9.701 eV
HOMO level   -8.93 eV
SMILES string   CCOc1cc(S(=O)(=O)N2CCCCCC2)ccc1F


Record 2
One molecule with the formula C18H23N5OS. Source: the Open Molecules 2025 dataset; level of theory: ωB97M-V with the def2-TZVPD basis set.

Geometry as ORCA input:
```
! RIJCOSX wB97M-V def2-TZVPD def2/J DEFGRID3
* xyz 0 1
N -6.465 2.575 -1.227
C -5.475 2.131 -0.853
C -4.253 1.583 -0.362
N -3.949 0.346 -0.497
N -2.753 0.095 0.061
C -2.050 1.147 0.643
N -0.925 1.170 1.200
C -0.150 -0.052 1.329
C 1.001 -0.085 0.333
C 1.811 -1.398 0.441
C 3.279 -0.991 0.312
C 3.318 0.376 0.996
N 4.508 1.170 0.750
C 5.040 1.431 -0.474
O 4.559 1.063 -1.527
C 6.257 2.245 -0.411
C 7.260 2.901 -0.395
C 8.482 3.702 -0.371
C 8.639 4.462 0.950
C 9.892 5.331 0.924
C 11.138 4.507 0.616
C 10.978 3.695 -0.664
C 9.719 2.835 -0.631
C 2.015 1.055 0.542
S -3.073 2.586 0.460
H -2.402 -0.839 -0.041
H 0.257 -0.080 2.345
H -0.748 -0.968 1.220
H 0.576 -0.005 -0.671
H 1.632 -1.877 1.410
H 1.523 -2.116 -0.326
H 3.964 -1.703 0.778
H 3.566 -0.895 -0.733
H 3.276 0.217 2.076
H 4.979 1.586 1.535
H 8.411 4.439 -1.181
H 7.753 5.068 1.145
H 8.716 3.735 1.766
H 9.775 6.114 0.167
H 10.008 5.840 1.883
H 12.007 5.164 0.534
H 11.338 3.828 1.453
H 10.933 4.373 -1.524
H 11.853 3.059 -0.815
H 9.804 2.094 0.171
H 9.603 2.282 -1.564
H 2.194 1.581 -0.396
H 1.670 1.800 1.261
*
```

Values from the calculation:
LUMO energy   0.11 eV
HOMO-LUMO gap   8.947 eV
HOMO level   -8.84 eV
SMILES string   N#Cc1n[nH]/c(=N\C[C@@H]2CC[C@@H](NC(=O)C#CC3CCCCC3)C2)s1


Record 3
C30H32ClN3PtSSi2 as an isolated structure in a non-equilibrium geometry. Source: the Open Molecules 2025 dataset; level of theory: ωB97M-V with the def2-TZVPD basis set.

Geometry as ORCA input:
```
! RIJCOSX wB97M-V def2-TZVPD def2/J DEFGRID3
* xyz 2 5
C -1.341 -1.700 4.972
C -2.188 -0.881 4.138
C -2.473 -1.663 2.907
H -2.778 -0.023 4.443
C -1.836 -2.953 3.094
C -1.191 -2.973 4.341
H -0.730 -3.849 4.804
H -1.069 -1.446 5.997
H -3.249 -1.407 2.195
H -1.955 -3.800 2.418
Pt -0.708 -0.371 2.572
Si -1.248 0.851 -1.969
C -0.812 1.965 -3.454
C 0.464 1.863 -4.028
H 1.111 1.015 -3.777
C 0.947 2.849 -4.893
H 1.975 2.789 -5.246
C 0.112 3.895 -5.281
H 0.503 4.684 -5.926
C -1.210 3.923 -4.826
H -1.893 4.701 -5.169
C -1.679 2.966 -3.912
H -2.704 2.993 -3.531
C -0.495 -0.683 -2.778
C -1.177 -1.269 -3.863
H -2.166 -0.889 -4.157
C -0.584 -2.336 -4.547
H -1.096 -2.775 -5.407
C 0.636 -2.865 -4.101
H 1.065 -3.730 -4.591
C 1.298 -2.296 -3.012
H 2.218 -2.714 -2.607
C 0.747 -1.174 -2.404
H 1.289 -0.718 -1.565
H -2.686 0.517 -1.793
Si 2.159 0.154 0.412
C 0.712 -1.231 1.038
C -0.390 -1.758 0.270
H -1.172 -1.095 -0.113
C -0.523 -3.111 -0.040
H -1.378 -3.424 -0.644
C 0.450 -4.029 0.357
H 0.384 -5.069 0.022
C 1.521 -3.588 1.146
H 2.270 -4.322 1.475
C 1.681 -2.237 1.455
H 2.593 -1.910 1.991
C 1.113 1.434 -0.438
C -0.371 1.447 -0.327
H -0.767 0.787 0.461
C -1.040 2.755 -0.399
H -2.094 2.813 -0.120
C -0.330 3.867 -0.807
H -0.827 4.846 -0.817
C 0.982 3.713 -1.276
H 1.450 4.539 -1.814
C 1.703 2.523 -1.064
H 2.754 2.480 -1.372
H 3.297 -0.464 -0.205
Cl 2.964 1.154 2.035
N 0.926 -0.757 3.956
N 0.779 0.035 5.162
C 0.284 1.289 4.984
N 0.574 2.198 5.928
S -0.750 1.673 3.693
H 1.855 -0.583 3.550
H 0.932 -1.736 4.246
H 1.503 -0.087 5.874
H 0.323 3.163 5.764
H 1.340 2.037 6.571
*
```

Values from the calculation:
LUMO energy (alpha / beta)   -6.16 / -8.56 eV
HOMO-LUMO gap (alpha / beta)   5.057 / 4.206 eV
HOMO level (alpha / beta)   -11.22 / -12.76 eV